# 1
Here is a 2-piece molecular cluster, C4H8O overall from the Open Molecules 2025 dataset. Energies are from ωB97M-V/def2-TZVPD.

Each line ends with the Mulliken charge.
Element x y z (Å)
O (1.45834, -1.09084, -1.64680)  -0.6617
C (-0.19024, 0.46055, 0.52626)  0.0678
C (0.93372, 0.97610, 0.99307)  -0.6622
C (-1.38850, 0.61747, -0.30349)  -0.4421
C (-1.09815, -0.68860, 0.43538)  -0.3958
H (1.58134, 0.40719, 1.65690)  0.2753
H (1.41745, -0.33746, -1.03968)  0.3171
H (1.23808, 1.98992, 0.74449)  0.2610
H (-1.27599, 0.61500, -1.38592)  0.2177
H (-2.19456, 1.24625, 0.06907)  0.2320
H (-0.77521, -1.53270, -0.17087)  0.2363
H (2.00921, -1.72396, -1.17469)  0.3197
H (-1.71549, -0.93891, 1.29629)  0.2348

Summary:
**Energy above the lowest of the compared OMol25 structures with the same formula, charge and spin**: 1.926 eV
**SMILES string**: C=C1CC1.O
**Orbital gap**: 11.0 eV
**Total energy**: -232.37484 hartree
**LUMO level**: 0.98 eV


# 2
Here is C15H40CuF2NO19S7 as an isolated structure in a non-equilibrium geometry from the Open Molecules 2025 dataset. Energies are from ωB97M-V/def2-TZVPD.

Each line ends with the Mulliken spin population.
Element x y z (Å)
Cu (-25.71297, 9.23855, -4.02665)  -0.0001
S (-26.87722, 6.59309, -7.41503)  -0.1220
S (-29.92196, 12.38616, -3.47716)  0.0000
S (-24.19181, 14.07748, -5.96607)  0.0000
S (-24.63105, 7.40338, -7.93446)  -0.0073
S (-24.26901, 11.44099, 0.29883)  0.0000
S (-20.54909, 8.39531, -2.66819)  0.0000
S (-30.28683, 6.18236, -1.14323)  0.0000
F (-23.79164, 8.75710, -7.63507)  0.0003
F (-28.14871, 6.96271, -6.47652)  -0.0069
O (-24.08692, 10.50119, 1.65517)  0.0000
O (-19.31623, 9.21783, -3.42509)  0.0000
O (-22.88610, 11.85391, -0.04439)  0.0000
O (-29.22434, 6.91820, -1.79589)  0.0000
O (-24.65941, 12.65939, -5.87931)  -0.0001
O (-30.17843, 4.76174, -0.83519)  0.0000
O (-30.82179, 6.96057, 0.27848)  0.0000
O (-29.10098, 11.19265, -3.73925)  0.0000
O (-25.10050, 10.71896, -0.75387)  0.0000
O (-26.75558, 5.14666, -7.19244)  0.3635
O (-20.56906, 8.69081, -1.26289)  0.0000
O (-23.58108, 6.49163, -7.69102)  0.0078
O (-30.80091, 12.10776, -2.06415)  0.0000
O (-24.06492, 14.97976, -4.81853)  0.0000
O (-29.31123, 13.67795, -3.25094)  0.0000
O (-27.48514, 6.86975, -8.75547)  0.4999
O (-21.83385, 8.51189, -3.37907)  -0.0001
O (-25.07542, 14.83855, -7.16978)  0.0000
O (-25.04523, 7.70422, -9.34986)  0.0077
N (-25.88487, 7.56693, -6.71443)  0.2572
C (-25.00566, 8.30229, 1.37317)  0.0000
C (-22.56045, 14.00966, -6.69345)  0.0000
C (-31.18002, 13.17323, -1.31077)  0.0000
C (-18.28179, 9.68378, -2.65695)  0.0000
C (-17.83028, 10.99225, -3.09771)  0.0000
C (-31.82140, 6.48769, -2.08049)  0.0000
C (-31.43612, 6.22412, 1.26001)  0.0000
C (-25.63216, 16.96654, -8.30941)  0.0000
C (-32.69109, 6.93079, 1.66523)  0.0000
C (-31.36289, 12.43833, -4.65189)  0.0000
C (-25.14688, 9.66181, 2.00051)  0.0000
C (-32.58678, 12.84060, -0.68959)  0.0000
C (-24.92144, 16.24411, -7.25975)  0.0000
C (-19.98732, 6.69118, -2.85690)  0.0000
C (-25.16497, 12.80817, 1.01692)  0.0000
H (-18.53642, 9.65415, -1.59753)  0.0000
H (-22.72222, 13.43434, -7.60500)  0.0000
H (-25.04945, 9.51072, 3.07558)  0.0000
H (-31.92461, 7.39708, -2.67248)  0.0000
H (-26.11358, 10.05181, 1.68192)  0.0000
H (-32.44323, 12.01116, 0.00289)  0.0000
H (-24.71920, 13.28396, 1.89044)  0.0000
H (-23.95825, 16.72516, -7.08959)  0.0000
H (-30.72909, 6.36880, 2.07687)  0.0000
H (-17.42085, 9.01624, -2.69249)  0.0000
H (-31.56277, 5.14208, 1.22499)  0.0000
H (-25.90381, 16.18268, -9.01644)  0.0000
H (-30.37354, 13.44176, -0.62844)  0.0000
H (-31.77779, 13.44191, -4.55812)  0.0000
H (-25.88425, 7.69770, 1.59821)  0.0000
H (-18.91866, 6.60605, -2.65985)  0.0000
H (-32.65194, 6.41252, -1.37859)  0.0000
H (-33.42365, 12.66348, -1.36515)  0.0000
H (-24.52336, 8.14655, 0.40816)  0.0000
H (-32.90906, 13.69861, -0.09963)  0.0000
H (-26.16749, 12.53619, 1.34722)  0.0000
H (-33.43570, 6.16489, 1.88217)  0.0000
H (-17.88992, 11.09869, -4.18085)  0.0000
H (-26.48171, 17.56425, -7.97909)  0.0000
H (-25.50165, 16.47766, -6.36705)  0.0000
H (-20.53647, 6.20921, -2.04806)  0.0000
H (-16.88051, 11.37729, -2.72652)  0.0000
H (-31.22250, 14.05740, -1.94680)  0.0000
H (-32.57852, 7.59988, 2.51832)  0.0000
H (-25.11442, 13.52006, 0.19306)  0.0000
H (-18.51473, 11.76272, -2.74278)  0.0000
H (-30.94299, 12.32681, -5.65156)  0.0000
H (-32.10428, 11.67039, -4.43116)  0.0000
H (-24.95606, 17.67512, -8.78783)  0.0000
H (-24.27983, 7.84453, 2.04526)  0.0000
H (-31.73415, 5.63741, -2.75689)  0.0000
H (-20.22982, 6.44433, -3.89051)  0.0000
H (-33.06292, 7.46520, 0.79102)  0.0000
H (-21.85299, 13.56131, -5.99589)  0.0000
H (-22.14097, 15.01071, -6.79369)  0.0000

Summary:
**Multiplicity**: 2
**Energy above the lowest of the compared OMol25 structures with the same formula, charge and spin**: 5.816 eV
**Charge**: +1
**Orbital gap (alpha / beta)**: 6.9 / 3.9 eV
**Total energy**: -6706.63385 hartree
**LUMO level (alpha / beta)**: -5.55 / -8.55 eV


# 3
Here is C3H8N4O as an isolated structure in a non-equilibrium geometry from the Open Molecules 2025 dataset. Energies are from ωB97M-V/def2-TZVPD.

Each line ends with the Mulliken charge.
Element x y z (Å)
O (0.40745, -0.03022, 2.13303)  -0.4398
N (0.73071, 0.82472, 0.98154)  -0.4552
N (-0.63095, -0.95375, -1.78513)  -0.5768
N (2.34225, -0.27427, -0.46734)  -0.4594
N (-2.10439, 0.34293, 0.66207)  -0.4473
C (-0.94888, 0.78688, 0.07765)  -0.0086
C (1.03894, 0.01868, -0.12505)  0.2115
C (-0.15330, -0.12511, -0.75354)  0.0981
H (-0.96033, 1.84846, -0.15198)  0.3526
H (-2.10269, -0.62798, 0.94212)  0.2327
H (-1.10708, -0.45635, -2.52729)  0.2320
H (0.54286, 0.57851, 2.86865)  0.3458
H (2.47799, -0.82994, -1.29798)  0.2102
H (2.95092, -0.50470, 0.30301)  0.2392
H (-2.56254, 0.96397, 1.31129)  0.2384
H (0.07903, -1.56184, -2.17105)  0.2267

Summary:
**Energy above the lowest of the compared OMol25 structures with the same formula, charge and spin**: 4.381 eV
**Orbital gap**: 8.2 eV
**Total energy**: -413.25506 hartree
**LUMO level**: 0.98 eV


# 4
Here is C4H2ErFLiO4 as an isolated structure in a non-equilibrium geometry from the Open Molecules 2025 dataset. Energies are from ωB97M-V/def2-TZVPD.

Each line ends with the Mulliken spin population.
Element x y z (Å)
Er (-2.29873, 2.56709, -2.78795)  2.0099
F (1.62429, 0.97191, 0.68969)  0.0572
O (-1.22417, 0.47291, -0.03988)  0.0504
O (-1.76350, -1.09221, 1.88434)  0.1330
O (-0.26014, 0.40719, 2.06638)  0.2242
O (0.22730, 0.41635, -1.66330)  0.0525
C (0.92670, -0.60508, -0.81985)  0.0585
C (-0.77555, 0.99837, -1.14212)  0.0242
C (0.86190, -0.21305, 0.62207)  0.4248
C (-1.41374, 0.03400, 1.72793)  -0.0552
Li (1.68908, -1.81266, 1.79497)  0.0225
H (0.46544, -1.55713, -1.10343)  -0.0014
H (1.94113, -0.58769, -1.22885)  -0.0005

Summary:
**Multiplicity**: 4
**Energy above the lowest of the compared OMol25 structures with the same formula, charge and spin**: 5.919 eV
**Charge**: +3
**Orbital gap (alpha / beta)**: 8.3 / 5.1 eV
**Total energy**: -1575.55248 hartree
**LUMO level (alpha / beta)**: -13.07 / -14.91 eV


# 5
Here is a 2-piece molecular cluster, C5H11NOS overall in a non-equilibrium geometry from the Open Molecules 2025 dataset. Energies are from ωB97M-V/def2-TZVPD.

Each line ends with the Mulliken charge.
Element x y z (Å)
S (2.03245, -0.66458, -0.19636)  -0.2598
O (-2.05037, 2.03990, 0.15300)  -0.5707
N (-2.70133, -0.13460, -0.12658)  -0.3305
C (-0.73127, 0.68395, -1.28796)  -0.2954
C (-2.02573, -1.31259, 0.41529)  -0.7038
C (-1.82482, 0.97162, -0.37836)  0.4298
C (0.48779, 1.44686, -1.04183)  -0.5317
C (1.30112, 0.89598, 0.18905)  -0.6010
H (0.54155, 0.70832, 0.95418)  0.2379
H (-1.85535, -1.22125, 1.48995)  0.2804
H (1.91638, 1.67077, 0.64207)  0.3315
H (5.80997, -2.52073, 1.89795)  0.0177
H (-3.34216, 0.30036, 0.53270)  0.3217
H (-0.94367, -0.12853, -1.96660)  0.4493
H (0.10119, 2.45140, -0.83690)  0.3504
H (-1.03169, -1.43187, -0.02088)  0.2461
H (5.71347, -2.88354, 1.28702)  -0.0157
H (-2.52940, -2.25398, 0.20737)  0.2801
H (1.13187, 1.38252, -1.91310)  0.3637

Summary:
**Energy above the lowest of the compared OMol25 structures with the same formula, charge and spin**: 5.851 eV
**Orbital gap**: 4.8 eV
**Total energy**: -725.10986 hartree
**LUMO level**: -3.13 eV


# 6
Here is C31H40Ge2MoNOS2 as an isolated structure in a non-equilibrium geometry from the Open Molecules 2025 dataset. Energies are from ωB97M-V/def2-TZVPD.

Each line ends with the Mulliken spin population.
Element x y z (Å)
Mo (0.60333, 0.70183, 0.31287)  1.0889
Ge (1.73490, -0.29679, -1.80344)  -0.0540
Ge (-0.09547, 2.50516, -1.38988)  -0.0682
S (-1.92290, -1.05260, 1.66306)  0.0035
S (4.26888, 2.83141, 2.07639)  -0.0409
O (-0.93092, -0.30613, 0.59788)  -0.0179
N (2.12438, 1.55748, 0.90141)  -0.0038
C (-2.82258, 0.01633, 4.12577)  0.0001
C (-1.41807, -3.65335, 5.89306)  0.0002
C (0.45772, -1.74373, -2.17532)  -0.0032
C (-3.83587, -0.47442, 6.65352)  -0.0003
C (3.46596, -0.86429, -1.08526)  0.0021
C (3.15283, 1.77418, -6.64696)  0.0192
C (3.09538, 2.12618, 1.43460)  0.0195
C (2.50177, 1.95713, -5.46584)  0.1000
C (-2.39704, -3.84434, 3.30075)  -0.0006
C (-2.00704, 2.36575, -1.78267)  0.0195
C (0.82637, -2.65437, -3.35516)  -0.0006
C (3.71501, 0.51652, -6.94326)  0.2157
C (-4.10207, -0.51569, 4.26703)  -0.0002
C (3.61142, -0.56483, -6.03745)  0.0425
C (-0.88570, -2.84803, 4.89746)  0.0002
C (2.97215, -0.38329, -4.84995)  0.0450
C (-2.05278, 0.30300, 5.24668)  -0.0002
C (0.87996, 2.14316, -3.05455)  0.1399
C (-4.60199, -0.77098, 5.53189)  0.0000
C (0.62810, 5.30410, -1.71311)  0.0110
C (2.38150, 0.88060, -4.51042)  0.2625
C (-2.44435, -4.54042, 5.59601)  -0.0003
C (-2.29571, 0.36759, 2.77131)  0.0174
C (4.40725, -1.64666, -2.00955)  0.0063
C (-2.36953, 3.16043, -3.04506)  0.0054
C (-2.56485, 0.06689, 6.51267)  0.0001
C (0.41565, 4.23300, -0.63225)  0.0161
C (-2.93788, -4.63308, 4.30055)  0.0001
C (-0.73970, -2.15285, 2.49768)  0.0091
C (1.69874, 1.05755, -3.26420)  0.1365
C (-1.37326, -2.94755, 3.60223)  0.0007
H (-0.39928, 4.50788, 0.04047)  0.0064
H (-0.43726, -2.80347, 1.67226)  0.0028
H (0.87387, 6.25761, -1.24629)  0.0006
H (1.31238, 4.09948, -0.03129)  -0.0038
H (-0.26438, 5.46585, -2.31723)  -0.0003
H (-5.59628, -1.18162, 5.64540)  0.0000
H (3.93453, -2.52940, -2.44174)  0.0000
H (0.12943, -3.49022, -3.41314)  -0.0005
H (1.45117, 5.04831, -2.38295)  -0.0043
H (2.88599, -1.21361, -4.16511)  0.0029
H (-2.76790, -3.94086, 2.28422)  -0.0002
H (-4.71440, -0.72252, 3.39477)  -0.0001
H (0.38449, -2.32561, -1.25377)  0.0087
H (-2.85673, -5.16837, 6.37474)  0.0000
H (0.09846, -1.53170, 2.81643)  -0.0011
H (-3.73080, -5.33108, 4.06801)  0.0000
H (3.20306, -1.47104, -0.21441)  0.0091
H (-2.26904, 1.31334, -1.89579)  0.0000
H (-3.03119, 0.90903, 2.17187)  -0.0003
H (-0.08452, -2.15605, 5.13274)  0.0002
H (-0.51443, -1.27673, -2.34184)  -0.0008
H (2.09106, 2.92933, -5.24033)  -0.0038
H (-2.54010, 2.74591, -0.90954)  0.0085
H (0.76897, -2.12403, -4.30644)  0.0003
H (-3.45298, 3.19940, -3.15718)  0.0000
H (-1.96793, 2.69378, -3.94532)  -0.0023
H (1.82580, -3.07961, -3.25650)  -0.0002
H (0.68115, 2.82320, -3.87967)  0.0126
H (-1.03041, -3.58878, 6.90096)  0.0000
H (3.24200, 2.58487, -7.35728)  0.0061
H (4.03905, -1.52491, -6.29443)  0.0021
H (-2.01648, 4.19098, -3.00756)  -0.0003
H (3.95410, 0.03625, -0.71324)  -0.0084
H (4.78994, -1.02459, -2.81765)  -0.0008
H (5.26907, -1.99527, -1.44069)  0.0005
H (-1.06313, 0.73486, 5.13670)  -0.0001
H (-1.97634, 0.30874, 7.38761)  0.0000
H (4.23917, 0.37574, -7.88121)  -0.0001
H (-1.36624, 0.93609, 2.82424)  -0.0046
H (-4.23747, -0.65607, 7.64173)  0.0000

Summary:
**Multiplicity**: 3
**Charge**: +3
**Orbital gap (alpha / beta)**: 5.5 / 4.4 eV
**Total energy**: -6352.56208 hartree
**LUMO level (alpha / beta)**: -10.20 / -11.33 eV


# 7
Here is H2OTl as an isolated structure from the Open Molecules 2025 dataset. Energies are from ωB97M-V/def2-TZVPD.

Each line ends with the Mulliken charge.
Element x y z (Å)
Tl (1.02903, 1.25486, 1.68145)  2.1316
O (-0.01021, -0.43004, -0.29005)  -0.2271
H (-0.96572, -0.79644, -0.15214)  0.5475
H (-0.05311, -0.02838, -1.23926)  0.5480

Summary:
**Energy above the lowest of the compared OMol25 structures with the same formula, charge and spin**: 0.905 eV
**Charge**: +3
**Orbital gap**: 6.2 eV
**Total energy**: -247.10618 hartree
**LUMO level**: -25.88 eV


# 8
Here is a 3-piece molecular cluster, C3H9N overall in a non-equilibrium geometry from the Open Molecules 2025 dataset. Energies are from ωB97M-V/def2-TZVPD.

Each line ends with the Mulliken charge.
Element x y z (Å)
N (-1.53920, -0.51421, -1.28136)  -0.2344
C (-1.75715, 0.82651, -1.02444)  -0.4205
C (-0.63717, -0.34396, 1.64507)  -0.8219
C (-0.40093, -0.20386, -1.58071)  -0.2220
H (0.13020, 0.08892, 2.28685)  0.2952
H (-0.81252, -1.38081, 1.90792)  0.2726
H (-0.08982, -0.61724, -2.54039)  0.2502
H (-0.19718, -0.28671, 0.66025)  0.0446
H (4.94480, -0.67930, 0.34061)  -0.0085
H (-1.20265, 1.37492, -0.26905)  0.3014
H (-1.51698, 0.28310, 1.57882)  0.2299
H (5.23954, -0.08381, 0.01252)  0.0087
H (-2.16094, 1.53645, -1.73608)  0.3048

Summary:
**Energy above the lowest of the compared OMol25 structures with the same formula, charge and spin**: 5.901 eV
**SMILES string**: C1=NC1.[H][H].C
**Orbital gap**: 9.0 eV
**Total energy**: -174.23620 hartree
**LUMO level**: 0.28 eV